{"formula": "C5H11BN2P2", "method": "wB97M-V/def2-TZVPD", "spin_multiplicity": 1, "relative_energy_kcal_mol": 0.00, "gap_ev": [7.9, 7.9], "total_charge": 0, "homo_energy_ha": [-0.3164, -0.3164], "total_energy_ev": -27593.7735, "elements": ["B", "C", "C", "C", "C", "C", "N", "N", "P", "P", "H", "H", "H", "H", "H", "H", "H", "H", "H", "H", "H"], "coordinates": [[-1.313534, 1.470727, -0.165410], [-0.606786, -0.896902, 1.005829], [0.828029, 0.162454, -0.238383], [-0.434813, 0.276787, 0.278196], [-0.619916, 2.395016, -1.240921], [-2.670973, 1.854248, 0.402307], [0.397812, -1.718552, 0.863402], [1.305258, -1.064005, 0.061486], [2.301261, -3.647255, 0.734677], [2.479570, -2.015520, -0.660624], [-1.284546, -0.998693, 1.814609], [1.319175, 0.767461, -0.949187], [0.463051, 2.381545, -1.020433], [-1.156482, 3.360407, -1.293998], [-0.858987, 1.936242, -2.175556], [-2.992375, 1.135622, 1.084356], [-3.448876, 1.827921, -0.294298], [-2.793336, 2.923411, 0.882252], [3.573995, -4.294223, 0.255610], [1.549778, -4.511110, -0.075160], [3.962696, -1.345579, 0.731246]], "forces_ev_per_angstrom": [[1.374, 0.841, -0.042], [0.475, 0.035, 0.612], [-0.190, -1.312, -0.790], [-0.070, 1.698, -0.523], [-0.728, 0.296, 1.105], [-0.196, 2.260, 1.453], [0.240, -0.186, 0.330], [-2.067, 0.213, 1.000], [1.459, -1.443, 0.510], [3.985, 0.878, 1.193], [-0.974, -0.788, 0.135], [0.642, 0.413, -0.386], [-0.688, 0.860, -0.682], [0.901, -0.093, 0.184], [0.306, -0.505, -1.028], [-0.583, -1.057, 1.764], [-1.183, 0.179, -1.727], [0.657, -2.014, -0.879], [-1.128, 0.777, 0.265], [-0.338, -0.070, -0.265], [-1.892, -0.984, -2.229]]}